[1]
ORCA calculation (the ωB97M-V functional and the def2-TZVPD basis) on C4H7NO5 in the gas phase.

- HOMO-LUMO gap: 9.819 eV
- HOMO level: -9.483 eV
- E_LUMO: 0.012 hartree
- SMILES: N[C@@H](C(=O)O)[C@@H](O)C(=O)O

ORCA input file:
```
! wB97M-V def2-TZVPD RIJCOSX def2/J DEFGRID3
* xyz 0 1
O 0.67 1.74 -0.78
O -1.85 -0.84 -0.89
O -0.57 0.14 -2.47
O 1.25 -1.19 -0.16
O 1.97 -0.65 1.93
N -1.10 -0.23 1.85
C -0.45 1.03 -0.19
C -0.01 0.45 1.11
C -0.97 0.03 -1.24
C 1.07 -0.55 0.93
H -1.09 -0.48 -3.00
H -1.76 0.40 2.42
H 0.35 0.98 1.87
H 2.52 -1.30 1.79
H -1.18 1.99 0.30
H 0.82 1.40 -1.86
H -1.65 -0.74 0.86
*
```

Atomic partial charges in e from the natural (NBO) method, atoms 1 to 4:
1 O -0.736
2 O -0.629
3 O -0.654
4 O -0.628

=====

[2]
ORCA calculation (the ωB97M-V functional and the def2-TZVPD basis) on a gas-phase ion, C4H7NO5P (charge -1).

- HOMO-LUMO gap: 8.894 eV
- HOMO level: -5.468 eV
- E_LUMO: 0.126 hartree
- SMILES: O=[P@@]1([O-])N[C@@H]2OC[C@@H](O)[C@@H]2O1

ORCA input file:
```
! wB97M-V def2-TZVPD RIJCOSX def2/J DEFGRID3
* xyz -1 1
P 2.70 -0.15 0.19
O 1.73 -1.00 -1.03
O 2.38 -0.87 1.45
O 4.07 -0.05 -0.35
O -0.54 1.20 0.41
O -1.73 -1.49 -0.11
N 1.79 1.39 -0.06
C -0.44 0.05 1.31
C 0.38 -0.65 -0.93
C -0.40 -1.13 0.26
C 0.36 0.90 -0.64
H 0.14 -1.98 0.66
H 0.19 1.67 -1.48
H 2.33 1.76 -0.89
H -0.25 -0.98 -1.77
H -1.29 0.15 1.95
H 0.58 0.05 1.82
H -1.97 -0.71 -0.60
*
```

Atomic partial charges in e from the natural (NBO) method, atoms 1 to 4:
1 P 2.406
2 O -0.794
3 O -1.164
4 O -1.151

=====

[3]
ORCA calculation (the ωB97M-V functional and the def2-TZVPD basis) on 2 unconnected molecules or ions with the total composition C4H7NOS.

- HOMO-LUMO gap: 8.396 eV
- HOMO level: -8.738 eV
- E_LUMO: -0.013 hartree
- SMILES: N#CC=O.CSC

ORCA input file:
```
! wB97M-V def2-TZVPD RIJCOSX def2/J DEFGRID3
* xyz 0 1
S -0.73 0.54 -0.35
O -3.93 -0.14 1.82
N -0.87 -1.44 2.41
C -0.04 -0.56 -1.62
C -3.19 -0.96 1.37
C -1.88 -1.25 1.92
C 0.62 0.89 0.74
H 0.89 0.11 1.35
H 1.42 1.09 0.06
H -0.67 -0.32 -2.39
H 0.46 1.73 1.33
H 0.02 -1.57 -1.39
H 0.98 -0.05 -1.83
H -3.64 -1.63 0.54
*
```

Atomic partial charges in e from the natural (NBO) method, atoms 1 to 4:
1 S 0.171
2 O -0.442
3 N -0.264
4 C -0.710

=====

[4]
ORCA calculation (the ωB97M-V functional and the def2-TZVPD basis) on C4H7NOS in the gas phase.

- HOMO-LUMO gap: 9.613 eV
- HOMO level: -8.939 eV
- E_LUMO: 0.025 hartree
- SMILES: CNC(=O)[C@H]1CS1

ORCA input file:
```
! wB97M-V def2-TZVPD RIJCOSX def2/J DEFGRID3
* xyz 0 1
S -2.06 -0.79 -0.79
O -0.05 1.99 -0.66
N 1.37 0.24 -0.46
C -2.31 0.61 0.34
C 0.18 0.85 -0.21
C -0.94 0.02 0.41
C 1.81 -1.07 -0.07
H -0.62 -0.65 1.22
H 1.98 0.89 -0.96
H 2.83 -1.23 -0.53
H -2.92 0.59 1.28
H 1.09 -1.87 -0.42
H -2.31 1.57 -0.19
H 1.96 -1.14 1.05
*
```

Atomic partial charges in e from the natural (NBO) method, atoms 1 to 4:
1 S 0.127
2 O -0.630
3 N -0.612
4 C -0.484